Entry 1:
13
Properties=species:S:1:pos:R:3:forces:R:3:mulliken_charge:R:1 method="wB97M-V/def2-TZVPD" total_energy_ev=-6320.2518 spin_multiplicity=1 de_lowest_ev=4.9160 homo_lumo_gap_ev=9.8
H 0.631186 0.396871 -1.384891 -0.005 0.109 0.087 0.25
H 2.198219 1.019533 -0.113716 0.025 0.031 -0.049 0.25
H -2.164854 1.164859 -0.631420 0.048 -0.127 0.098 0.26
H 1.519749 0.670562 1.508580 0.018 -0.005 -0.149 0.38
C -1.762425 0.483637 0.112936 0.025 -0.125 -0.023 -0.50
H -1.618841 0.893092 1.108985 -0.026 -0.092 -0.143 0.28
C -1.491120 -0.792383 -0.170520 -0.013 0.137 0.027 -0.55
H -1.093122 -1.473927 0.578246 -0.096 0.122 -0.087 0.27
C 0.661609 0.999957 -0.454303 0.246 -0.356 0.050 -0.75
O 1.801469 -1.042950 0.485367 -0.047 -0.089 -0.239 -0.51
H -1.658834 -1.201627 -1.164674 0.014 0.085 0.140 0.29
H 1.509779 -1.422300 -0.355756 0.054 0.039 0.115 0.37
C 1.467180 0.304680 0.481161 -0.244 0.272 0.173 -0.04


Entry 2:
13
Properties=species:S:1:pos:R:3:forces:R:3:mulliken_charge:R:1 method="wB97M-V/def2-TZVPD" total_energy_ev=-6323.6700 spin_multiplicity=1 de_lowest_ev=1.4979 homo_lumo_gap_ev=10.9 smiles=C1CCOC1
C -1.367284 0.378461 -0.045352 0.451 1.759 -2.251 -0.38
H 1.656039 -0.051445 -1.279838 -2.297 -0.669 1.454 0.26
C 0.135496 1.060981 0.111160 -0.914 -1.079 -1.068 -0.57
C 0.204583 -1.267761 0.207937 0.424 -2.311 -2.204 -0.41
H 0.343639 1.875280 -0.577053 -0.533 0.132 -0.149 0.31
O -1.149385 -1.035100 -0.217508 0.781 1.575 0.805 -0.38
H 0.500243 -2.160416 -0.391695 -0.212 0.104 0.956 0.29
H -2.076342 0.649785 0.785191 0.866 -0.507 -0.556 0.27
H -1.857207 0.776127 -1.058971 0.928 -0.817 2.177 0.22
C 1.111727 -0.135101 -0.225087 -1.211 1.807 -1.463 -0.51
H 0.242413 -1.473327 1.284302 0.138 0.188 -0.132 0.28
H 0.255599 1.472124 1.100928 0.160 -0.211 0.472 0.29
H 2.000483 -0.089606 0.305980 1.419 0.029 1.958 0.34


Entry 3:
13
Properties=species:S:1:pos:R:3:forces:R:3:mulliken_charge:R:1 method="wB97M-V/def2-TZVPD" total_energy_ev=-6323.5003 spin_multiplicity=1 de_lowest_ev=1.6675 homo_lumo_gap_ev=10.1 smiles="C=CC.C=O"
O 0.272338 0.119065 2.578900 0.066 -0.010 0.043 -0.37
H -2.253245 -0.618859 -0.700010 0.027 -0.105 0.104 0.28
H -1.617534 -0.451944 -2.434118 -0.151 -0.160 -0.013 0.23
H 0.573220 0.379589 -2.907649 0.001 0.018 0.030 0.32
H 0.652279 1.846637 -1.913354 0.006 0.063 -0.154 0.25
H -0.174131 -1.467152 3.735426 -0.028 0.011 -0.023 0.21
H -0.189544 0.393316 0.098516 0.154 0.123 0.297 0.31
C -0.335038 0.248105 -0.957904 -0.301 -0.339 -0.210 0.21
C 0.714520 0.755785 -1.894391 0.104 0.316 0.168 -1.04
C 0.547469 -0.694722 3.414992 -0.053 -0.074 0.034 -0.08
H 1.532796 -0.723493 3.913960 0.018 0.074 -0.055 0.22
C -1.456927 -0.330654 -1.368837 0.233 0.312 -0.248 -0.82
H 1.733798 0.544327 -1.565530 -0.075 -0.228 0.026 0.28


Entry 4:
13
Properties=species:S:1:pos:R:3:forces:R:3:mulliken_charge:R:1 method="wB97M-V/def2-TZVPD" total_energy_ev=-6320.8131 spin_multiplicity=1 de_lowest_ev=4.3548 homo_lumo_gap_ev="7.5 / 7.5"
O 0.877756 -1.236100 -0.260963 0.111 0.226 0.102 -0.57
H 2.095398 1.678259 0.664309 -0.113 -0.121 -0.059 0.30
H -0.699378 1.284361 -0.774582 0.068 -0.150 0.052 0.41
H 2.754048 -0.717496 0.263810 -0.130 0.046 -0.003 0.35
C 1.707613 -0.384906 0.162547 -0.034 -0.021 -0.029 0.33
C -0.633682 0.203165 -0.790342 -0.245 0.020 -0.083 -0.55
C -1.708913 -0.506368 -0.038966 0.110 -0.052 0.021 -0.70
H -0.311460 -0.199758 -1.741524 -0.020 0.049 0.147 0.32
H -1.662355 -0.281079 1.031821 -0.008 -0.016 -0.156 0.25
C 1.343952 0.908313 0.499422 0.080 -0.084 0.086 -0.95
H -1.654464 -1.586855 -0.170700 -0.003 0.160 0.019 0.28
H -2.682150 -0.136148 -0.397304 0.140 -0.013 0.030 0.33
H 0.442149 1.003422 1.099679 0.043 -0.043 -0.125 0.23


Entry 5:
13
Properties=species:S:1:pos:R:3:forces:R:3:mulliken_charge:R:1 method="wB97M-V/def2-TZVPD" total_energy_ev=-6324.7453 spin_multiplicity=1 de_lowest_ev=0.4226 homo_lumo_gap_ev=10.9 smiles="CCCC=O"
H 1.493573 -0.170453 -1.653894 0.002 0.115 0.076 0.32
C 1.295365 0.719219 -1.045922 0.057 0.016 -0.070 -1.19
C -0.005001 0.569719 -0.275979 -0.132 0.074 -0.127 -0.34
C -0.113252 -0.629004 0.642513 0.053 -0.029 -0.056 -0.54
H 0.492554 -0.520735 1.553089 -0.302 0.038 -0.062 0.33
O -2.528364 -0.722569 0.286427 0.561 0.012 0.208 -0.48
H 1.216814 1.577082 -1.720537 0.134 -0.107 0.052 0.33
H -0.849070 0.464584 -0.959389 0.109 0.270 -0.191 0.32
C -1.566434 -0.865942 0.998670 0.310 -0.188 0.467 0.04
H 0.247039 -1.563285 0.190100 -0.054 0.110 -0.231 0.31
H 2.157347 0.882773 -0.388774 -0.142 -0.050 -0.068 0.31
H -0.195168 1.464820 0.330743 0.013 -0.055 -0.193 0.28
H -1.645404 -1.206209 2.042953 -0.609 -0.207 0.196 0.31


Entry 6:
13
Properties=species:S:1:pos:R:3:forces:R:3:mulliken_charge:R:1 method="wB97M-V/def2-TZVPD" total_energy_ev=-6324.1924 spin_multiplicity=1 de_lowest_ev=0.9755 homo_lumo_gap_ev=10.8 smiles="C=C(C)CO"
C 0.813888 -0.035999 1.549664 0.322 0.213 0.483 -0.97
H 0.072185 0.068437 2.301649 -0.498 0.139 0.760 0.25
H 1.840708 0.000578 1.891246 0.079 -0.060 -0.283 0.29
H 1.131974 -1.398330 -1.338906 0.279 0.755 0.534 0.26
H -1.590989 -0.187641 0.992400 -0.230 0.415 -0.168 0.26
H 1.208507 0.328046 -1.625254 0.319 -0.161 0.316 0.25
C 0.413604 -0.190555 0.307534 -0.227 -0.956 -1.162 0.70
H -1.012427 1.597555 -0.462227 -0.703 -0.612 -0.741 0.36
C -1.103363 -0.241369 0.010557 1.134 0.224 0.573 -0.49
H -1.430797 -1.203525 -0.379656 0.193 0.112 -0.594 0.32
C 1.383527 -0.422600 -0.834930 -1.102 -0.533 -0.818 -1.05
O -1.461791 0.823876 -0.881018 0.588 0.292 1.067 -0.53
H 2.429226 -0.452986 -0.528056 -0.153 0.172 0.034 0.35


Entry 7:
13
Properties=species:S:1:pos:R:3:forces:R:3:mulliken_charge:R:1 method="wB97M-V/def2-TZVPD" total_energy_ev=-6323.3871 spin_multiplicity=1 de_lowest_ev=1.7808 homo_lumo_gap_ev=11.0 smiles="CC=O.C=C"
C -1.911755 0.836054 1.395478 -0.264 0.693 -1.537 -0.49
H 3.031900 -0.858905 -0.881555 -0.362 0.110 0.217 0.29
H -1.601431 -0.085350 -0.532353 -0.616 0.307 0.125 0.29
O 0.106405 -1.810714 -0.518713 1.984 1.814 1.512 -0.49
C 1.001690 -1.098862 -0.037930 -0.333 -1.257 -2.296 0.20
H 1.673780 -0.671320 -2.008444 0.216 0.283 0.322 0.28
C -1.858985 0.812915 0.037133 0.653 0.236 1.415 -0.47
H 1.203019 -1.060513 1.047471 -0.312 0.138 -0.096 0.34
H -1.970409 1.847775 1.799788 -0.229 -0.358 0.365 0.20
H -1.960978 0.006487 2.114708 0.316 0.210 -0.723 0.28
C 2.033835 -0.405044 -1.000970 -0.849 -0.603 0.055 -0.89
H -1.899381 1.796038 -0.489090 0.086 -1.031 0.342 0.19
H 2.152305 0.691440 -0.925529 -0.290 -0.542 0.300 0.28


Entry 8:
13
Properties=species:S:1:pos:R:3:forces:R:3:mulliken_charge:R:1 method="wB97M-V/def2-TZVPD" total_energy_ev=-6316.0081 spin_multiplicity=2 de_lowest_ev=0.0000 homo_lumo_gap_ev="11.0 / 9.6" s_squared=0.753 total_charge=+1
O -0.633787 0.368196 1.205732 -0.116 0.911 0.036 -0.42
H 0.698121 -0.174721 -1.765599 0.063 -0.034 -0.089 0.41
C 1.467581 1.155164 0.508135 -0.166 -0.047 -0.506 -1.06
H 1.198877 2.184174 0.238432 0.066 0.260 0.114 0.34
H -1.108153 -1.856034 0.004294 -0.468 0.117 0.003 0.35
H -1.505068 0.715011 0.947251 -0.283 -0.705 0.073 0.42
C 0.040336 -0.382698 -0.932119 -0.344 0.310 -0.291 -0.11
H 1.692226 1.142695 1.573075 0.105 -0.040 -0.065 0.38
H -0.401305 -2.307290 -1.506085 -0.481 0.026 -0.496 0.35
H 2.287361 0.871200 -0.144796 0.159 -0.078 0.203 0.37
C 0.239357 0.402494 0.224152 0.324 -0.492 0.420 0.68
H -1.875021 -1.225987 -1.494780 0.081 -0.094 -0.214 0.36
C -0.933465 -1.492335 -1.008343 1.060 -0.133 0.813 -1.05


Entry 9:
14
Properties=species:S:1:pos:R:3:forces:R:3:mulliken_charge:R:1 method="wB97M-V/def2-TZVPD" total_energy_ev=-8370.3466 spin_multiplicity=1 de_lowest_ev=2.9352 homo_lumo_gap_ev=10.7
O -1.924434 -0.551754 0.464919 -0.162 -0.170 -0.104 -0.43
H 1.886604 -1.089627 0.579651 0.149 0.061 -0.027 0.28
H 2.482440 0.273051 -0.419703 -0.121 -0.031 0.129 0.31
O 0.774909 0.636745 0.718656 -0.147 -0.244 0.077 -0.36
H 0.216189 0.682308 -1.268766 0.056 0.249 0.124 0.42
H -1.220712 -1.056637 -1.466704 -0.388 0.730 0.193 0.21
C -0.889220 -0.998067 -0.404819 -0.220 -0.555 -1.355 -0.42
H -1.566189 1.465793 1.038740 0.045 -0.186 -0.071 0.29
C -1.539501 0.803892 0.168963 -0.074 0.385 -0.026 -0.47
H -0.599229 -2.044356 -0.372230 0.741 -0.035 1.440 0.39
C -0.148009 0.350154 -0.288935 -0.108 0.092 -0.338 0.01
H 2.668203 0.318043 1.355224 -0.121 -0.072 -0.134 0.24
H -2.155106 1.211024 -0.644585 0.105 -0.027 0.109 0.24
C 2.014052 -0.000572 0.539591 0.245 -0.197 -0.018 -0.70


Entry 10:
14
Properties=species:S:1:pos:R:3:forces:R:3:mulliken_charge:R:1 method="wB97M-V/def2-TZVPD" total_energy_ev=-8372.0024 spin_multiplicity=1 de_lowest_ev=1.2793 homo_lumo_gap_ev=11.0 smiles=C[C@H]1COCO1
C 0.481270 -1.411402 -0.951044 0.010 -0.010 -0.041 -1.38
O -1.145258 -0.377008 0.472770 -0.073 -0.036 -0.007 -0.40
H 1.541733 -1.652405 -1.087002 -0.137 0.048 0.077 0.36
H -2.329222 1.250722 0.080766 0.115 -0.043 0.083 0.22
C 0.258698 -0.568285 0.294413 0.245 -0.113 -0.094 0.46
H 0.131008 -0.869129 -1.836158 0.034 -0.058 0.135 0.32
H 1.231866 1.217293 1.136047 -0.080 -0.061 -0.146 0.29
O -0.342848 1.632034 -0.150900 -0.031 0.082 -0.029 -0.38
C 0.802767 0.872091 0.182343 0.222 -0.117 0.026 -0.48
H 0.662322 -1.073139 1.182176 -0.027 0.073 -0.131 0.24
H -0.080607 -2.347367 -0.877041 0.087 0.128 0.000 0.34
C -1.375417 1.006370 0.555244 -0.315 0.160 0.125 -0.17
H -1.376370 1.325011 1.613941 0.042 -0.006 -0.144 0.27
H 1.540054 0.995213 -0.615556 -0.092 -0.047 0.144 0.30


Entry 11:
14
Properties=species:S:1:pos:R:3:forces:R:3:mulliken_charge:R:1 method="wB97M-V/def2-TZVPD" total_energy_ev=-8369.3483 spin_multiplicity=1 de_lowest_ev=3.9334 homo_lumo_gap_ev=9.5 smiles="C=CO.C=CO"
C -1.782872 1.179209 -0.080595 -1.621 2.092 -0.290 0.48
O -2.586584 0.372585 -0.945486 2.487 0.287 1.991 -0.47
O 3.565919 -2.276806 0.349441 2.119 0.649 -0.725 -0.48
H -3.185282 2.726653 -0.064677 -0.121 0.373 -0.210 0.20
H -1.616975 3.182190 0.806105 -0.041 -0.589 -0.081 0.25
H -3.298389 0.943727 -1.197888 -0.743 0.437 -0.334 0.27
H 3.835440 -1.327975 0.321029 -0.125 -1.052 -0.029 0.33
H -0.840197 0.812712 0.336647 -0.518 -0.549 -0.774 0.14
C 1.538264 -1.220070 -0.151223 -3.001 1.001 2.138 -0.74
H 1.876443 -3.257387 0.375165 -0.963 -1.562 0.812 0.38
H 1.938959 -0.326197 -0.646769 0.399 -0.372 0.630 0.28
C -2.186982 2.448259 0.234884 0.526 -2.005 -0.311 -0.91
C 2.257178 -2.312992 0.186759 -0.974 2.857 -0.225 0.23
H 0.485079 -0.943909 0.476608 2.575 -1.567 -2.593 0.05


Entry 12:
14
Properties=species:S:1:pos:R:3:forces:R:3:mulliken_charge:R:1 method="wB97M-V/def2-TZVPD" total_energy_ev=-8370.0599 spin_multiplicity=1 de_lowest_ev=3.2218 homo_lumo_gap_ev=10.5 smiles="COC=O.C=C"
C -0.204865 -2.128764 0.422023 -0.233 -0.409 -0.281 -0.64
C 0.546210 2.134177 -0.429817 0.014 0.393 -0.784 -0.77
H 0.767021 2.472069 0.605225 -0.373 -0.505 -0.504 0.38
H -0.161070 2.825451 -0.862636 0.250 0.424 -0.378 0.27
C -0.676940 -1.794168 -0.772326 -0.088 -0.536 0.082 -0.46
H -0.907214 0.867491 1.246967 -0.040 -0.420 0.349 0.43
H -0.040276 -1.786098 -1.652346 -0.097 -0.045 0.121 0.23
C -0.009887 0.495105 0.725991 0.245 -0.562 1.067 0.27
H 0.838780 -2.390970 0.576156 -0.211 0.001 -0.088 0.24
H -0.810608 -2.075289 1.324785 -0.003 -0.159 -0.208 0.34
O 0.955027 0.022890 1.249500 -0.277 0.304 0.249 -0.52
O -0.085651 0.812089 -0.582016 0.611 1.090 0.581 -0.28
H -1.708924 -1.485548 -0.917343 0.121 -0.049 0.029 0.27
H 1.498397 2.031565 -0.934164 0.081 0.473 -0.235 0.26